C33H47N7O12 | wB97M-V/def2-TZVPD

```
99
Properties=species:S:1:pos:R:3
C 53.637 45.925 5.067
C 54.725 45.059 5.846
C 55.601 46.050 6.597
C 54.878 46.567 7.843
C 54.573 45.441 8.730
C 53.782 44.346 8.137
N 54.165 44.045 6.720
O 53.772 43.019 6.149
C 52.185 44.642 8.083
C 54.022 43.120 9.002
C 55.773 44.441 4.713
H 54.093 46.333 4.091
H 53.500 46.776 5.429
H 52.547 45.412 4.904
H 55.801 46.809 6.004
H 56.556 45.821 7.022
H 53.861 47.112 7.641
H 55.542 47.334 8.242
H 54.117 45.746 9.630
H 55.553 45.311 8.902
H 51.833 45.433 7.664
H 51.810 44.865 8.949
H 51.573 43.749 7.814
H 53.980 43.271 10.076
H 55.056 42.512 8.903
H 53.360 42.307 8.676
H 55.309 43.618 4.262
H 56.816 44.076 5.210
H 56.270 45.089 4.173
N 51.701 49.309 6.912
O 52.824 49.583 6.564
O 51.072 48.403 6.277
O 51.217 49.883 7.884
C 48.470 49.302 2.403
C 49.057 48.744 3.651
C 48.064 47.882 4.624
C 46.450 47.870 4.201
C 46.115 48.347 2.872
C 47.135 49.181 2.023
N 45.515 47.151 5.140
O 46.016 46.800 6.258
O 44.545 46.739 4.617
H 48.992 49.655 1.793
H 49.930 49.038 4.024
H 48.340 47.596 5.605
H 45.157 47.958 2.601
H 46.844 49.488 0.914
C 47.752 51.866 6.067
C 46.344 52.053 5.457
C 45.141 51.478 6.068
C 45.224 50.863 7.414
C 46.588 50.679 8.084
C 47.829 51.206 7.287
N 44.059 50.265 8.181
O 44.052 50.363 9.419
O 43.028 50.057 7.587
H 48.620 52.392 5.535
H 46.063 52.349 4.375
H 44.341 51.446 5.485
H 46.864 50.101 9.018
H 48.798 51.115 7.684
C 54.178 48.854 1.716
C 53.991 49.422 3.104
C 52.905 50.512 3.347
C 52.267 51.215 2.131
C 52.547 50.463 0.751
C 53.523 49.321 0.602
N 51.403 52.281 2.301
O 51.152 53.206 1.481
O 50.643 52.238 3.311
H 54.712 47.874 1.692
H 54.544 48.935 3.886
H 52.609 50.938 4.242
H 52.042 50.898 -0.217
H 53.721 48.793 -0.391
C 48.496 47.780 11.141
O 47.935 47.815 12.278
N 47.918 47.809 9.880
C 48.726 47.656 8.678
C 46.466 47.684 9.668
H 49.546 47.693 11.181
H 49.763 48.230 8.597
H 48.048 48.007 7.802
H 49.041 46.556 8.634
H 46.176 48.498 10.372
H 46.008 46.830 10.168
H 45.983 47.963 8.768
C 50.675 53.321 12.102
O 50.133 54.295 12.630
N 49.987 52.185 11.674
C 50.546 51.217 10.645
C 48.639 51.878 12.212
H 51.648 53.286 11.600
H 51.653 51.233 10.402
H 49.891 51.331 9.695
H 50.315 50.214 10.976
H 48.449 52.443 13.107
H 48.287 50.822 12.349
H 47.977 52.261 11.372
```

Summary:
Molecular weight: 733.78 g mol⁻¹

C33H48BBaGeN7O4 | wB97M-V/def2-TZVPD

```
95
Properties=species:S:1:pos:R:3
Ba 0.121 -0.151 0.576
C 3.665 0.113 -2.960
C 4.226 -0.240 -1.579
C 5.562 -0.969 -1.700
C 4.331 0.990 -0.723
C 5.443 1.829 -0.492
C 4.944 2.838 0.304
N 3.635 2.599 0.513
N 3.257 1.465 -0.106
B 2.670 3.516 1.306
N 2.254 2.884 2.644
C 2.546 3.404 3.853
C 2.079 2.535 4.816
C 1.507 1.472 4.082
N 1.612 1.707 2.778
C 0.932 0.195 4.621
C 0.121 0.414 5.894
C 2.040 -0.834 4.858
N 1.488 3.954 0.425
C 1.192 5.231 0.102
C 0.146 5.214 -0.794
C -0.134 3.840 -0.970
N 0.676 3.103 -0.221
C -1.156 3.210 -1.869
C -2.583 3.513 -1.411
C -0.949 3.635 -3.324
H 3.533 -0.786 -3.570
H 4.343 0.790 -3.488
H 2.699 0.609 -2.858
H 3.512 -0.905 -1.089
H 6.287 -0.364 -2.254
H 5.436 -1.912 -2.238
H 5.982 -1.185 -0.716
H 6.455 1.714 -0.847
H 5.418 3.707 0.731
H 3.279 4.528 1.575
H 3.061 4.348 3.931
H 2.145 2.641 5.887
H 0.276 -0.264 3.868
H 0.757 0.727 6.731
H -0.379 -0.515 6.173
H -0.646 1.178 5.744
H 2.741 -0.497 5.631
H 2.592 -1.005 3.932
H 1.598 -1.787 5.158
H 1.757 6.046 0.524
H -0.335 6.059 -1.261
H -0.992 2.136 -1.812
H -2.779 4.590 -1.443
H -2.740 3.157 -0.393
H -3.308 3.010 -2.058
H -1.117 4.710 -3.446
H -1.648 3.105 -3.976
H 0.068 3.411 -3.650
C 0.387 -4.058 -2.679
C 0.860 -4.410 -1.264
C 1.570 -3.284 -0.660
N 2.030 -2.338 -0.200
H -0.153 -4.901 -3.109
H 1.231 -3.817 -3.325
H -0.280 -3.196 -2.650
H 1.516 -5.282 -1.261
H 0.014 -4.637 -0.616
O -2.220 0.344 -0.501
C -2.044 -0.011 -1.694
O -0.943 -0.206 -2.255
C -3.301 -0.174 -2.536
C -3.212 -0.205 -3.919
C -4.346 -0.330 -4.727
C -5.551 -0.436 -4.079
O -6.809 -0.562 -4.630
C -7.687 -0.756 -3.526
O -6.971 -0.512 -2.329
C -5.643 -0.408 -2.702
C -4.542 -0.271 -1.898
H -2.224 -0.136 -4.357
H -4.285 -0.346 -5.807
H -8.055 -1.790 -3.532
H -8.519 -0.053 -3.601
H -4.591 -0.234 -0.818
C 0.071 -4.877 2.454
Ge -1.384 -3.495 2.273
C -2.228 -4.113 0.514
C -2.778 -4.240 3.540
C -0.722 -1.745 2.484
H -0.344 -5.889 2.531
H 0.658 -4.664 3.350
H 0.756 -4.851 1.608
H -2.685 -5.108 0.604
H -1.473 -4.154 -0.283
H -2.996 -3.401 0.196
H -2.987 -5.303 3.357
H -3.711 -3.677 3.434
H -2.427 -4.116 4.567
H -1.605 -1.070 2.632
```

Summary:
Total charge: -2
Molecular weight: 827.54 g mol⁻¹

C33H48BeGe2N6O4S2 | wB97M-V/def2-TZVPD

```
96
Properties=species:S:1:pos:R:3
Be 0.004 0.816 -0.149
C 0.536 3.241 4.190
N 1.500 2.897 3.146
C 2.777 3.424 3.053
C 3.367 2.872 1.985
N 2.448 1.970 1.430
C 1.291 2.020 2.158
S -0.164 1.177 1.905
C 2.739 1.184 0.287
C 4.071 0.946 -0.017
C 4.391 0.332 -1.212
C 3.367 -0.052 -2.065
C 2.072 0.148 -1.653
N 1.739 0.752 -0.494
H 0.657 4.292 4.441
H 0.710 2.629 5.073
H -0.468 3.066 3.817
H 3.137 4.170 3.739
H 4.328 3.067 1.550
H 4.846 1.241 0.673
H 5.426 0.155 -1.470
H 3.566 -0.528 -3.014
H 1.243 -0.185 -2.257
C -1.812 -1.921 3.097
C -0.333 -2.072 2.757
Ge 0.077 -2.185 0.853
C 1.984 -2.381 0.502
C 2.390 -3.752 1.065
C -1.008 -3.498 -0.010
C -1.817 -2.952 -0.925
Ge -1.519 -0.999 -1.000
C -3.074 -0.190 -0.046
C -4.468 -0.357 -0.651
C -1.174 -0.580 -2.925
C -0.416 -1.721 -3.605
C -2.809 -3.687 -1.742
C -3.529 -3.041 -2.746
C -4.448 -3.721 -3.530
C -4.666 -5.074 -3.318
C -3.958 -5.735 -2.322
C -3.040 -5.051 -1.546
H -1.979 -2.093 4.160
H -2.426 -2.637 2.547
H -2.175 -0.919 2.869
H 0.034 -3.048 3.099
H 0.284 -1.316 3.239
H 2.551 -1.581 0.981
H 2.162 -2.345 -0.571
H 2.214 -3.822 2.139
H 3.453 -3.929 0.900
H 1.845 -4.562 0.579
H -1.000 -4.547 0.273
H -2.874 0.862 0.180
H -3.028 -0.707 0.916
H -4.561 0.116 -1.631
H -5.214 0.100 0.001
H -4.729 -1.406 -0.767
H -0.607 0.354 -2.998
H -2.122 -0.396 -3.430
H 0.515 -1.971 -3.088
H -0.166 -1.462 -4.636
H -1.013 -2.632 -3.630
H -3.375 -1.982 -2.919
H -4.994 -3.196 -4.302
H -5.382 -5.610 -3.925
H -4.125 -6.790 -2.150
H -2.505 -5.592 -0.776
C 1.536 1.933 -6.088
C 0.136 2.354 -5.659
S 0.145 4.086 -5.233
O 1.014 4.247 -4.088
O 0.362 4.850 -6.423
C -1.554 4.382 -4.694
C -1.729 4.878 -3.265
N -1.063 4.066 -2.231
C -1.376 2.795 -1.903
N -0.492 2.303 -1.018
C 0.404 3.323 -0.783
C 0.064 4.392 -1.518
N 0.768 5.655 -1.492
O 0.248 6.623 -1.994
O 1.808 5.642 -0.870
C -2.604 2.158 -2.438
H 1.537 0.878 -6.356
H 2.254 2.099 -5.286
H 1.856 2.504 -6.958
H -0.203 1.822 -4.766
H -0.591 2.231 -6.462
H -2.104 3.465 -4.900
H -1.933 5.150 -5.367
H -2.794 4.912 -3.037
H -1.336 5.882 -3.162
H 1.239 3.265 -0.117
H -3.457 2.823 -2.291
H -2.808 1.229 -1.927
H -2.519 1.951 -3.504
```

Summary:
Total charge: +2
Molecular weight: 811.15 g mol⁻¹

C33H48GeN7O2SeTi | wB97M-V/def2-TZVPD

```
93
Properties=species:S:1:pos:R:3
Ti -0.632 -0.120 0.823
O -1.222 -4.113 -0.785
C -0.511 -4.778 0.162
C -0.277 -6.124 -0.079
C 0.430 -6.878 0.836
C 0.927 -6.308 2.014
C 0.722 -4.976 2.251
C 0.012 -4.175 1.325
C -0.102 -2.771 1.612
O -0.834 -1.949 0.780
N 0.456 -2.197 2.631
N 0.029 -0.890 2.640
C -0.152 -0.295 3.755
C -0.986 0.898 3.690
C -1.266 1.689 4.779
C -2.168 2.742 4.626
C -2.740 2.953 3.387
C -2.397 2.114 2.332
N -1.550 1.096 2.472
H -1.564 -3.293 -0.416
H -0.686 -6.563 -0.979
H 0.588 -7.931 0.642
H 1.464 -6.914 2.729
H 1.103 -4.514 3.151
H 0.179 -0.743 4.687
H -0.800 1.481 5.733
H -2.418 3.375 5.468
H -3.456 3.747 3.223
H -2.821 2.260 1.350
C -5.869 0.267 -0.416
C -4.743 1.117 0.202
C -5.215 2.560 0.373
C -3.510 0.960 -0.661
C -3.178 1.874 -1.670
C -2.191 1.593 -2.597
C -1.471 0.390 -2.574
C -0.549 0.045 -3.708
C -1.747 -0.500 -1.541
C -2.743 -0.207 -0.580
H -6.765 0.339 0.201
H -5.592 -0.785 -0.491
H -6.116 0.628 -1.416
H -4.519 0.688 1.185
H -5.650 2.945 -0.551
H -4.419 3.249 0.673
H -5.997 2.602 1.130
H -3.752 2.788 -1.771
H -2.010 2.295 -3.406
H -0.049 -0.906 -3.551
H 0.197 0.824 -3.882
H -1.126 -0.043 -4.631
H -1.279 -1.478 -1.562
H -3.078 -0.989 0.099
C 3.754 4.585 0.027
C 2.510 5.334 -0.436
C 2.151 5.024 -1.886
C 1.326 5.119 0.507
N 0.790 3.729 0.469
C -0.107 3.194 -0.365
N -0.290 1.942 -0.001
N 0.533 1.748 1.031
N 1.180 2.800 1.348
H 4.596 4.815 -0.625
H 3.608 3.502 -0.008
H 4.036 4.854 1.046
H 2.709 6.405 -0.353
H 2.021 3.948 -2.049
H 2.958 5.340 -2.546
H 1.246 5.545 -2.209
H 0.489 5.764 0.248
H 1.603 5.298 1.544
H -0.605 3.722 -1.162
C 3.309 -4.261 -2.972
Ge 3.518 -3.192 -1.370
C 3.659 -4.210 0.276
C 4.923 -1.849 -1.509
C 1.724 -2.247 -1.209
Se 1.794 -0.737 0.000
C 2.325 0.603 -1.296
H 4.193 -4.884 -3.114
H 3.197 -3.627 -3.852
H 2.442 -4.917 -2.895
H 4.597 -4.766 0.287
H 2.838 -4.924 0.361
H 3.648 -3.554 1.149
H 5.884 -2.358 -1.421
H 4.881 -1.113 -0.704
H 4.912 -1.339 -2.474
H 1.013 -2.962 -0.793
H 1.351 -1.888 -2.164
H 3.180 0.182 -1.819
H 2.635 1.494 -0.762
H 1.512 0.802 -1.988
```

Summary:
Total charge: +3
Molecular weight: 774.23 g mol⁻¹

C33H48N7P | wB97M-V/def2-TZVPD

```
89
Properties=species:S:1:pos:R:3
C 3.450 0.460 0.421
C 2.783 0.082 -0.898
C 1.884 1.169 -1.517
P 0.873 2.165 -0.340
C -0.725 1.280 -0.045
C -0.696 -0.214 -0.397
H 2.781 0.298 1.268
H 4.341 -0.149 0.585
H 3.758 1.506 0.420
H 3.563 -0.128 -1.636
H 2.216 -0.844 -0.778
H 1.288 0.741 -2.328
H 2.542 1.909 -1.985
H 0.461 3.199 -1.201
H -0.948 1.395 1.018
H -1.538 1.764 -0.588
H -0.939 -0.347 -1.452
H -1.439 -0.754 0.191
H 0.277 -0.654 -0.194
N 1.250 3.699 4.102
C 0.674 4.419 5.117
C -0.397 5.090 4.591
C -0.468 4.761 3.210
C 0.562 3.900 2.936
H 2.057 3.109 4.186
H 1.063 4.394 6.120
H -1.057 5.742 5.137
H -1.194 5.115 2.497
H 0.864 3.412 2.021
N 0.667 -2.678 -2.630
C 1.060 -3.790 -1.940
C 0.070 -4.729 -2.060
C -0.962 -4.156 -2.854
C -0.563 -2.889 -3.189
H 1.195 -1.827 -2.704
H 2.004 -3.820 -1.424
H 0.083 -5.717 -1.629
H -1.890 -4.621 -3.143
H -1.047 -2.125 -3.771
N -2.876 -3.023 2.476
C -3.537 -2.319 3.446
C -4.545 -1.618 2.841
C -4.490 -1.913 1.451
C -3.450 -2.782 1.259
H -2.087 -3.622 2.633
H -3.236 -2.375 4.478
H -5.244 -0.967 3.338
H -5.139 -1.528 0.681
H -3.069 -3.245 0.364
N -0.867 -7.940 -5.884
C -1.118 -9.264 -5.644
C -1.219 -9.429 -4.289
C -1.021 -8.154 -3.690
C -0.806 -7.256 -4.701
H -0.744 -7.532 -6.792
H -1.204 -9.970 -6.451
H -1.414 -10.360 -3.782
H -1.035 -7.925 -2.638
H -0.617 -6.197 -4.678
N 3.883 5.504 -4.074
C 2.525 5.524 -4.237
C 1.955 5.173 -3.043
C 3.013 4.933 -2.123
C 4.189 5.145 -2.790
H 4.553 5.720 -4.788
H 2.082 5.787 -5.182
H 0.898 5.099 -2.848
H 2.919 4.639 -1.090
H 5.212 5.074 -2.461
N 2.771 2.684 7.679
C 2.562 1.364 7.973
C 2.576 1.232 9.335
C 2.802 2.525 9.883
C 2.917 3.399 8.836
H 2.815 3.070 6.756
H 2.419 0.636 7.193
H 2.439 0.313 9.879
H 2.869 2.782 10.927
H 3.088 4.461 8.816
N -3.650 1.553 -4.483
C -3.324 0.332 -3.960
C -3.746 0.309 -2.657
C -4.352 1.567 -2.386
C -4.276 2.312 -3.532
H -3.458 1.849 -5.422
H -2.824 -0.412 -4.556
H -3.634 -0.515 -1.972
H -4.791 1.886 -1.456
H -4.614 3.310 -3.751
```

Summary:
Molecular weight: 573.77 g mol⁻¹
Structure (SMILES): c1cc[nH]c1.c1cc[nH]c1.c1cc[nH]c1.c1cc[nH]c1.c1cc[nH]c1.c1cc[nH]c1.c1cc[nH]c1.CCCPCC

Number 1: LUMO level -4.74 eV. Number 2: LUMO level 3.87 eV. Number 3: LUMO level -5.95 eV. Number 4: LUMO level -10.49 eV. Number 5: LUMO level 0.49 eV.